Entry from the OMol25 dataset: C8H17N2OS3Y as an isolated structure in a non-equilibrium geometry (ωB97M-V/def2-TZVPD).

Maximum force ... 2.9 eV Å⁻¹
Lowest unoccupied orbital energy ... -0.2510 Ha
Net charge ... +2
Multiplicity ... 1
Orbital gap ... 6.77 eV

Last column: natural (NBO) charge in e.
Atoms and positions in Å:
H1 7.32 5.89 4.03  0.29
H2 16.64 4.75 2.94  0.26
H3 16.25 2.89 6.11  0.24
H4 16.28 4.36 7.06  0.27
S1 11.30 6.42 6.40  -0.27
H5 7.57 3.66 6.11  0.30
H6 16.49 5.70 5.08  0.45
C1 14.39 4.12 6.05  -0.28
C2 16.08 4.14 3.65  -0.24
C3 15.92 3.96 6.11  -0.26
C4 7.50 5.03 3.36  -0.73
H7 8.13 5.36 2.52  0.25
H8 6.47 3.21 4.76  0.26
H9 14.13 5.18 6.23  0.24
H10 14.30 5.39 3.44  0.23
S2 8.45 5.70 7.19  0.09
O1 9.56 3.90 3.96  -0.78
Y1 11.37 4.34 5.09  1.82
H11 13.90 3.54 6.84  0.28
C5 7.51 3.24 5.12  -0.76
H12 6.52 4.62 3.11  0.27
H13 14.22 3.83 2.73  0.26
H14 17.62 4.42 5.04  0.46
S3 10.78 3.68 7.45  -0.23
H15 16.39 3.04 3.60  0.25
C6 14.59 4.36 3.59  -0.27
N1 16.64 4.66 4.98  -0.50
N2 13.81 3.78 4.73  -0.70
H16 13.86 2.78 4.65  0.39
C7 10.11 5.27 7.06  -0.63
H17 7.92 2.20 5.20  0.26
C8 8.33 4.04 4.17  0.76